# 1
{"formula": "C4H6LiO7", "method": "ωB97M-V with the def2-TZVPD basis set", "total_charge": -1, "lumo_ev": 1.5, "e_tot_ha": -690.31165, "homo_energy_ev": -2.76, "homo_lumo_gap_ev": 4.2, "de_lowest_kcal_mol": 25.8, "species": ["O", "C", "O", "O", "O", "C", "O", "O", "C", "C", "Li", "H", "H", "H", "H", "H", "O", "H"], "xyz": [[0.105, -1.138, -3.727], [0.767, -1.077, -2.664], [1.726, -1.824, -2.357], [0.397, -0.090, -1.809], [-0.934, 0.754, 0.545], [-1.173, -0.040, 1.593], [-0.343, -0.716, 2.174], [-2.491, -0.279, 1.636], [0.427, 1.085, 0.258], [1.101, 0.026, -0.580], [1.189, -2.497, -3.697], [-2.658, -0.913, 2.344], [0.994, 1.227, 1.187], [0.382, 2.039, -0.279], [1.110, -0.939, -0.058], [2.142, 0.334, -0.759], [-1.061, 1.677, 2.976], [-1.680, 2.371, 3.215]]}

# 2
{"formula": "C61H49F5O4P2PdS", "method": "ωB97M-V with the def2-TZVPD basis set", "total_charge": 0, "lumo_ev": -3.1, "e_tot_ha": -4362.84339, "homo_energy_ev": -5.37, "homo_lumo_gap_ev": 2.3, "species": ["C", "C", "O", "C", "C", "F", "S", "C", "C", "C", "C", "C", "C", "O", "O", "O", "H", "H", "H", "H", "H", "H", "H", "H", "H", "H", "F", "C", "C", "C", "F", "C", "C", "C", "C", "C", "C", "C", "C", "F", "C", "C", "F", "C", "Pd", "P", "C", "C", "C", "C", "C", "C", "C", "C", "C", "C", "C", "C", "C", "C", "C", "C", "C", "C", "P", "C", "C", "C", "C", "C", "C", "C", "C", "C", "C", "C", "C", "C", "C", "C", "C", "C", "C", "C", "H", "H", "H", "H", "H", "H", "H", "H", "H", "H", "H", "H", "H", "H", "H", "H", "H", "H", "H", "H", "H", "H", "H", "H", "H", "H", "H", "H", "H", "H", "H", "H", "H", "H", "H", "H", "H", "H", "H"], "xyz": [[4.931, -3.835, -5.390], [4.179, -2.758, -4.655], [5.185, -1.990, -3.946], [4.694, -1.119, -3.022], [5.753, -0.167, -2.703], [5.525, 0.623, -1.654], [7.457, -0.836, -2.847], [8.457, 0.442, -2.070], [9.198, 1.332, -2.850], [9.848, 2.405, -2.231], [9.773, 2.563, -0.844], [9.080, 1.628, -0.071], [8.422, 0.559, -0.682], [7.460, -1.998, -1.985], [7.870, -0.891, -4.227], [3.559, -1.153, -2.544], [4.259, -4.368, -6.070], [5.760, -3.417, -5.972], [5.339, -4.564, -4.681], [3.658, -2.089, -5.356], [3.471, -3.181, -3.929], [9.241, 1.190, -3.928], [10.404, 3.117, -2.842], [10.264, 3.412, -0.361], [9.036, 1.721, 1.015], [7.877, -0.178, -0.095], [-3.514, 6.378, 0.909], [-3.219, 5.272, 1.679], [-4.067, 4.968, 2.741], [-3.736, 3.833, 3.477], [-4.592, 3.437, 4.483], [-2.620, 3.045, 3.211], [-1.837, 3.330, 2.067], [-0.765, 2.404, 1.663], [-0.183, 2.399, 0.364], [0.889, 1.547, -0.055], [1.982, 1.095, 0.736], [2.918, 0.182, 0.166], [3.877, -0.411, 0.964], [4.740, -1.313, 0.398], [4.019, -0.139, 2.327], [3.129, 0.792, 2.853], [3.164, 1.024, 4.212], [2.196, 1.478, 2.085], [-1.445, 0.580, 0.599], [-3.118, 0.610, -0.918], [-2.990, 2.165, -1.844], [-1.990, 2.277, -2.826], [-1.742, 3.514, -3.421], [-2.501, 4.629, -3.056], [-3.534, 4.502, -2.126], [-3.788, 3.273, -1.521], [-3.144, -0.637, -2.226], [-3.775, -0.369, -3.454], [-3.724, -1.312, -4.482], [-3.037, -2.514, -4.296], [-2.437, -2.795, -3.063], [-2.511, -1.872, -2.022], [-4.772, 0.666, -0.183], [-5.882, 0.127, -0.854], [-7.142, 0.189, -0.260], [-7.296, 0.746, 1.013], [-6.191, 1.274, 1.687], [-4.936, 1.257, 1.083], [-1.380, -1.345, 1.789], [-1.490, -0.928, 3.552], [-2.590, -1.309, 4.340], [-2.670, -0.883, 5.666], [-1.647, -0.113, 6.223], [-0.531, 0.236, 5.454], [-0.451, -0.171, 4.122], [-2.690, -2.564, 1.483], [-2.409, -3.920, 1.241], [-3.443, -4.795, 0.908], [-4.760, -4.331, 0.831], [-5.051, -2.997, 1.129], [-4.025, -2.122, 1.468], [0.183, -2.254, 1.621], [0.897, -2.723, 2.739], [2.089, -3.422, 2.558], [2.547, -3.710, 1.274], [1.835, -3.262, 0.160], [0.662, -2.528, 0.328], [-2.104, 4.510, 1.345], [-4.929, 5.582, 2.985], [-2.388, 2.177, 3.824], [-0.239, 1.915, 2.483], [-0.609, 3.077, -0.370], [0.945, 1.320, -1.123], [2.853, -0.092, -0.883], [4.764, -0.648, 2.931], [1.619, 2.288, 2.524], [-1.407, 1.401, -3.113], [-0.955, 3.601, -4.169], [-2.291, 5.601, -3.502], [-4.145, 5.364, -1.860], [-4.601, 3.176, -0.801], [-4.289, 0.580, -3.617], [-4.213, -1.101, -5.433], [-2.970, -3.240, -5.108], [-1.908, -3.734, -2.905], [-2.067, -2.089, -1.047], [-5.761, -0.334, -1.833], [-8.008, -0.206, -0.792], [-8.277, 0.774, 1.486], [-6.292, 1.711, 2.679], [-4.068, 1.669, 1.603], [-3.365, -1.952, 3.923], [-3.533, -1.167, 6.268], [-1.704, 0.205, 7.264], [0.291, 0.810, 5.882], [0.426, 0.087, 3.519], [-1.383, -4.284, 1.307], [-3.219, -5.842, 0.706], [-5.565, -5.011, 0.554], [-6.079, -2.630, 1.102], [-4.250, -1.079, 1.700], [0.530, -2.544, 3.748], [2.664, -3.741, 3.428], [3.470, -4.272, 1.132], [2.203, -3.464, -0.845], [0.131, -2.146, -0.545], [-1.475, 4.790, 0.499]]}

# 3
{"formula": "C30H73N3", "method": "ωB97M-V with the def2-TZVPD basis set", "total_charge": 0, "lumo_ev": 0.7, "e_tot_ha": -1350.45385, "homo_energy_ev": -7.81, "homo_lumo_gap_ev": 8.5, "de_lowest_kcal_mol": 133.5, "smiles": "CCN(CC)CC.CCN(CC)CC.CCN(CC)CC.CCCCCC.CCCCCC", "species": ["C", "C", "N", "C", "C", "C", "C", "H", "H", "H", "H", "H", "H", "H", "H", "H", "H", "H", "H", "H", "H", "H", "C", "C", "N", "C", "C", "C", "C", "H", "H", "H", "H", "H", "H", "H", "H", "H", "H", "H", "H", "H", "H", "H", "C", "C", "N", "C", "C", "C", "C", "H", "H", "H", "H", "H", "H", "H", "H", "H", "H", "H", "H", "H", "H", "H", "C", "C", "C", "C", "C", "C", "H", "H", "H", "H", "H", "H", "H", "H", "H", "H", "H", "H", "H", "H", "C", "C", "C", "C", "C", "C", "H", "H", "H", "H", "H", "H", "H", "H", "H", "H", "H", "H", "H", "H"], "xyz": [[-0.243, -6.202, -4.653], [-1.476, -6.132, -3.689], [-2.265, -4.937, -3.873], [-2.847, -4.500, -5.107], [-3.988, -5.516, -5.518], [-3.033, -4.718, -2.610], [-2.350, -3.695, -1.849], [-0.533, -5.945, -5.850], [0.292, -7.068, -4.560], [0.283, -5.397, -4.422], [-0.843, -6.437, -2.681], [-2.088, -7.016, -3.896], [-2.228, -4.540, -6.123], [-3.338, -3.575, -5.040], [-4.362, -5.429, -6.518], [-4.898, -5.418, -5.037], [-3.503, -6.511, -5.662], [-2.966, -5.386, -1.962], [-3.921, -4.216, -2.581], [-2.823, -3.618, -1.031], [-1.929, -2.785, -2.457], [-1.398, -4.051, -1.350], [0.970, 3.677, -1.485], [0.431, 2.568, -2.458], [-0.959, 2.331, -2.439], [-1.772, 3.169, -3.327], [-1.966, 2.589, -4.806], [-1.318, 1.006, -2.189], [-0.974, 0.523, -0.727], [0.945, 3.108, -0.512], [0.528, 4.560, -1.611], [2.093, 3.781, -1.565], [1.121, 1.723, -2.421], [0.865, 2.985, -3.375], [-1.273, 4.028, -3.447], [-2.711, 3.181, -2.952], [-2.388, 3.111, -5.444], [-2.661, 1.817, -4.774], [-1.141, 2.014, -5.028], [-0.850, 0.402, -2.843], [-2.392, 0.928, -2.103], [-1.498, -0.343, -0.507], [-1.163, 1.325, 0.205], [0.209, 0.353, -0.627], [5.577, 2.508, -2.828], [5.116, 1.301, -1.955], [4.360, 1.642, -0.759], [3.468, 0.637, -0.283], [4.212, -0.752, 0.175], [5.218, 2.163, 0.293], [4.520, 2.733, 1.416], [4.656, 3.349, -2.779], [5.896, 2.287, -3.736], [6.429, 2.752, -2.126], [5.943, 0.647, -1.673], [4.642, 0.486, -2.618], [2.748, 0.421, -1.071], [2.958, 0.990, 0.512], [4.722, -0.547, 1.142], [5.043, -0.953, -0.507], [3.428, -1.601, 0.132], [5.857, 3.028, 0.067], [5.887, 1.504, 0.621], [5.191, 3.249, 2.122], [4.274, 1.841, 2.122], [3.631, 3.092, 1.147], [-2.311, 2.500, 7.305], [-2.332, 1.784, 5.974], [-2.043, 2.796, 4.707], [-0.545, 3.235, 4.685], [-0.106, 3.908, 3.457], [1.420, 4.299, 3.618], [-2.788, 1.868, 8.146], [-3.053, 3.309, 7.255], [-1.482, 2.714, 7.759], [-3.313, 1.390, 5.642], [-1.575, 0.925, 5.982], [-2.694, 3.727, 4.936], [-2.464, 2.510, 3.745], [0.148, 2.464, 4.791], [-0.049, 3.716, 5.592], [-0.625, 4.797, 3.090], [0.026, 3.521, 2.492], [2.098, 3.302, 3.703], [1.666, 4.861, 4.451], [1.896, 4.610, 2.594], [1.554, 0.166, 2.984], [0.870, -1.091, 2.542], [-0.680, -1.267, 2.945], [-1.163, -2.510, 2.256], [-2.624, -2.704, 2.708], [-3.618, -1.585, 2.197], [2.755, 0.114, 3.203], [1.488, 0.085, 3.988], [1.405, 1.048, 2.399], [1.404, -2.011, 2.910], [1.063, -1.016, 1.520], [-1.249, -0.356, 2.634], [-0.717, -1.389, 4.124], [-0.695, -3.479, 2.516], [-1.422, -2.190, 1.078], [-2.739, -2.994, 3.798], [-3.058, -3.573, 1.966], [-3.622, -1.250, 1.070], [-3.665, -0.701, 2.701], [-4.580, -2.050, 2.030]]}